Molecular formula: C78H181N11O18
Method: DFT, ωB97M-V with the def2-TZVPD basis set

Structure (XYZ):
```
288
Properties=species:S:1:pos:R:3:lowdin_charge:R:1
C -1.235 -1.227 -6.630 -0.03
C -2.595 -0.615 -6.454 -0.49
C -2.730 0.842 -6.913 -0.01
C -3.595 -1.470 -7.252 -0.14
C -3.867 -2.798 -6.569 -0.19
C -4.431 -2.544 -5.166 -0.13
C -3.422 -1.781 -4.353 -0.54
C -4.089 -1.294 -3.023 -0.02
C -2.187 -2.632 -3.940 -0.01
N -3.113 -0.590 -5.054 -0.07
O -2.173 0.123 -4.220 -0.06
H -1.226 -2.303 -6.475 0.06
H -0.733 -1.020 -7.586 0.10
H -0.562 -0.898 -5.815 0.08
H -3.808 1.013 -7.093 0.09
H -2.354 1.554 -6.139 0.06
H -2.191 0.972 -7.800 0.07
H -4.558 -0.823 -7.374 0.14
H -3.207 -1.658 -8.260 0.12
H -4.563 -3.351 -7.159 0.10
H -2.957 -3.304 -6.518 0.07
H -4.730 -3.525 -4.682 0.14
H -5.378 -1.978 -5.443 0.14
H -3.409 -0.903 -2.253 0.06
H -4.623 -2.163 -2.589 0.09
H -4.743 -0.451 -3.309 0.08
H -1.574 -3.073 -4.757 0.08
H -2.560 -3.403 -3.267 0.09
H -1.539 -1.970 -3.462 0.04
H -2.591 0.993 -4.163 0.04
C -6.513 1.020 3.914 -0.02
C -6.056 0.886 2.456 -0.51
C -4.922 1.879 2.139 -0.01
C -5.548 -0.511 2.263 -0.13
C -5.363 -0.864 0.770 -0.17
C -6.696 -0.719 0.073 -0.12
C -7.278 0.731 0.188 -0.48
C -6.379 1.641 -0.728 -0.03
C -8.731 0.744 -0.269 -0.04
N -7.299 1.074 1.641 -0.07
O -7.842 2.412 1.788 -0.02
H -5.612 1.243 4.495 0.08
H -7.104 1.918 4.072 0.07
H -7.070 0.168 4.281 0.08
H -5.290 2.837 2.390 0.07
H -3.992 1.599 2.691 0.10
H -4.739 1.915 1.067 0.05
H -4.659 -0.616 2.798 0.09
H -6.271 -1.173 2.744 0.12
H -4.550 -0.269 0.332 0.09
H -5.074 -1.871 0.682 0.07
H -7.362 -1.356 0.657 0.12
H -6.689 -1.066 -0.971 0.12
H -6.647 1.622 -1.821 0.09
H -5.321 1.379 -0.710 0.04
H -6.455 2.679 -0.463 0.07
H -9.388 0.114 0.375 0.10
H -8.703 0.273 -1.279 0.09
H -9.121 1.669 -0.502 0.05
H -8.627 2.268 2.305 0.09
C 4.937 -1.593 3.424 -0.04
C 4.334 -2.403 4.539 -0.48
C 4.454 -1.440 5.758 -0.03
C 2.909 -2.899 4.317 -0.12
C 2.926 -3.899 3.182 -0.18
C 3.703 -5.118 3.633 -0.14
C 5.169 -4.810 3.868 -0.53
C 5.857 -5.852 4.636 -0.05
C 5.935 -4.423 2.622 -0.02
N 5.106 -3.641 4.844 -0.08
O 6.483 -3.309 5.142 -0.05
H 4.572 -0.583 3.523 0.06
H 6.032 -1.656 3.603 0.10
H 4.905 -1.995 2.374 0.07
H 3.621 -0.749 5.849 0.08
H 4.524 -1.950 6.746 0.08
H 5.314 -0.817 5.737 0.07
H 2.586 -3.538 5.158 0.12
H 2.217 -2.075 4.101 0.12
H 1.879 -4.258 2.930 0.12
H 3.367 -3.472 2.276 0.07
H 3.610 -5.974 2.903 0.14
H 3.249 -5.597 4.527 0.12
H 5.654 -6.832 4.182 0.09
H 5.425 -5.800 5.639 0.10
H 6.951 -5.683 4.666 0.10
H 6.752 -3.745 2.792 0.08
H 5.351 -4.005 1.785 0.05
H 6.374 -5.354 2.304 0.08
H 6.456 -3.419 6.101 0.10
C 4.197 -4.402 -1.052 -0.04
C 4.238 -2.879 -1.381 -0.44
C 3.247 -2.171 -0.413 -0.02
C 5.689 -2.355 -1.197 -0.12
C 5.769 -0.879 -1.629 -0.16
C 5.524 -0.899 -3.162 -0.11
C 4.119 -1.396 -3.537 -0.52
C 3.104 -0.385 -3.169 -0.05
C 4.032 -1.693 -5.050 -0.01
N 3.969 -2.745 -2.873 -0.07
O 2.616 -3.143 -3.135 -0.06
H 4.676 -5.002 -1.853 0.09
H 4.705 -4.682 -0.101 0.07
H 3.207 -4.833 -0.932 0.07
H 2.214 -2.471 -0.508 0.07
H 3.527 -2.392 0.625 0.06
H 3.311 -1.119 -0.412 0.03
H 6.023 -2.417 -0.177 0.10
H 6.331 -3.025 -1.688 0.10
H 5.083 -0.273 -1.034 0.08
H 6.751 -0.492 -1.519 0.10
H 6.278 -1.681 -3.460 0.13
H 5.659 0.064 -3.642 0.12
H 3.336 0.602 -3.689 0.11
H 3.103 -0.067 -2.144 0.04
H 2.131 -0.714 -3.522 0.09
H 3.840 -0.768 -5.608 0.08
H 3.174 -2.325 -5.272 0.08
H 4.946 -2.108 -5.358 0.06
H 2.758 -4.099 -3.359 0.12
C 0.558 1.521 -5.865 -0.12
O 1.492 2.401 -5.284 -0.23
C 2.509 2.720 -6.219 -0.21
C 3.558 3.478 -5.408 -0.23
N 3.000 4.631 -4.772 -0.08
C 3.894 5.316 -3.766 -0.14
C 4.179 4.485 -2.470 -0.24
O 5.204 3.550 -2.594 -0.20
C 5.402 2.853 -1.376 -0.09
H 0.090 2.011 -6.740 0.09
H -0.155 1.475 -5.067 0.07
H 1.112 0.671 -6.229 0.08
H 2.005 3.371 -6.921 0.12
H 2.873 1.784 -6.708 0.13
H 4.394 3.839 -5.955 0.10
H 4.041 2.703 -4.570 0.15
H 2.095 4.407 -4.331 0.10
H 3.341 6.219 -3.513 0.08
H 4.870 5.570 -4.331 0.14
H 3.300 4.004 -2.198 0.09
H 4.425 5.266 -1.761 0.12
H 5.678 3.672 -0.630 0.11
H 6.225 2.167 -1.554 0.09
H 4.496 2.425 -0.977 0.05
C 0.551 -2.075 11.475 -0.11
O 1.174 -1.645 10.261 -0.21
C 1.894 -2.646 9.429 -0.19
C 2.093 -2.172 8.043 -0.24
N 0.843 -1.930 7.345 -0.04
C 0.374 -0.592 7.413 -0.23
C -0.989 -0.462 6.861 -0.19
O -0.955 -0.990 5.498 -0.22
C -2.279 -0.927 5.037 -0.14
H -0.063 -1.300 11.826 0.06
H 1.303 -2.288 12.302 0.10
H -0.030 -3.009 11.368 0.08
H 1.363 -3.648 9.378 0.13
H 2.945 -2.840 9.857 0.14
H 2.553 -2.988 7.524 0.10
H 2.749 -1.248 7.960 0.13
H 0.979 -2.172 6.401 0.06
H 1.146 0.012 6.849 0.13
H 0.372 -0.168 8.428 0.13
H -1.238 0.605 6.857 0.12
H -1.674 -1.122 7.371 0.12
H -2.710 0.091 5.184 0.10
H -2.898 -1.733 5.542 0.09
H -2.322 -1.308 4.010 0.08
C 1.045 1.430 -1.696 -0.12
O 0.440 1.800 -0.516 -0.16
C -0.948 2.053 -0.548 -0.22
C -1.802 0.865 -0.704 -0.23
N -1.619 -0.152 0.329 0.00
C -0.862 -1.385 -0.200 -0.15
C -0.686 -2.373 0.928 -0.21
O -1.971 -2.661 1.527 -0.24
C -2.748 -3.604 0.868 -0.13
H 2.081 1.811 -1.713 0.08
H 0.583 1.894 -2.556 0.09
H 1.111 0.376 -1.834 0.05
H -1.214 2.801 -1.328 0.12
H -1.253 2.537 0.379 0.11
H -1.583 0.439 -1.688 0.10
H -2.829 1.310 -0.761 0.12
H -2.543 -0.539 0.617 0.09
H 0.208 -1.168 -0.657 0.14
H -1.406 -1.876 -1.047 0.11
H -0.151 -2.065 1.880 0.13
H -0.247 -3.356 0.640 0.12
H -2.137 -4.402 0.443 0.09
H -3.514 -3.140 0.147 0.09
H -3.340 -4.089 1.629 0.08
C -2.077 -4.755 7.851 -0.17
O -1.522 -5.197 6.714 -0.19
C -1.126 -4.233 5.733 -0.19
C -0.800 -4.954 4.453 -0.21
N 0.145 -6.054 4.630 -0.05
C 0.026 -7.098 3.600 -0.18
C 0.815 -8.357 4.053 -0.26
O 2.149 -8.064 4.025 -0.21
C 3.115 -8.940 4.615 -0.07
H -3.014 -4.227 7.578 0.09
H -1.406 -4.047 8.341 0.07
H -2.243 -5.598 8.643 0.12
H -0.200 -3.785 6.074 0.10
H -1.858 -3.476 5.565 0.09
H -0.406 -4.203 3.713 0.12
H -1.802 -5.360 4.071 0.13
H 0.088 -6.420 5.564 0.10
H 0.445 -6.737 2.637 0.12
H -1.037 -7.413 3.370 0.12
H 0.602 -9.165 3.360 0.11
H 0.550 -8.762 5.038 0.12
H 2.887 -9.348 5.622 0.10
H 3.931 -8.253 4.652 0.05
H 3.373 -9.812 3.978 0.09
C -0.403 2.509 3.906 -0.10
O 0.616 2.170 3.004 -0.18
C 0.725 0.768 2.921 -0.25
C 1.959 0.458 2.190 -0.22
N 3.141 1.196 2.618 0.00
C 4.147 1.147 1.512 -0.22
C 5.342 1.973 1.772 -0.24
O 4.862 3.286 1.603 -0.25
C 4.943 4.244 2.728 -0.04
H -0.091 3.436 4.410 0.09
H -0.356 1.736 4.721 0.08
H -1.391 2.615 3.524 0.07
H -0.089 0.402 2.328 0.10
H 0.664 0.300 3.943 0.12
H 1.724 0.904 1.226 0.10
H 2.030 -0.661 2.035 0.13
H 2.881 2.135 2.865 0.09
H 3.716 1.508 0.546 0.11
H 4.528 0.131 1.261 0.10
H 6.106 1.800 0.974 0.12
H 5.808 1.772 2.681 0.10
H 6.052 4.536 2.800 0.11
H 4.603 3.658 3.617 0.09
H 4.331 5.114 2.550 0.07
C -4.426 2.738 -3.703 -0.08
O -3.012 2.614 -3.549 -0.21
C -2.318 3.826 -3.844 -0.18
C -2.008 4.106 -5.304 -0.17
N -3.228 4.280 -6.132 -0.05
C -2.921 4.713 -7.433 -0.24
C -4.153 4.745 -8.320 -0.24
O -4.625 3.425 -8.477 -0.22
C -5.808 3.295 -9.258 -0.09
H -4.850 3.620 -3.252 0.09
H -4.829 1.827 -3.264 0.06
H -4.794 2.755 -4.761 0.10
H -1.379 3.779 -3.329 0.10
H -2.855 4.708 -3.393 0.14
H -1.351 3.411 -5.800 0.08
H -1.506 5.090 -5.307 0.11
H -3.558 3.327 -6.237 0.06
H -2.204 4.026 -7.918 0.12
H -2.395 5.671 -7.320 0.13
H -3.856 5.139 -9.314 0.12
H -4.881 5.484 -7.981 0.12
H -5.706 2.357 -9.795 0.08
H -5.717 4.183 -9.975 0.10
H -6.737 3.418 -8.687 0.09
C -1.082 5.371 1.213 -0.10
O -0.663 5.888 -0.061 -0.22
C 0.579 6.617 -0.047 -0.18
C 1.084 6.717 -1.517 -0.19
N 0.019 7.354 -2.265 -0.06
C 0.161 7.463 -3.668 -0.22
C -1.027 8.252 -4.151 -0.23
O -2.187 7.489 -3.939 -0.21
C -3.373 8.218 -3.946 -0.12
H -2.183 5.090 1.021 0.11
H -1.085 6.167 2.005 0.10
H -0.558 4.455 1.487 0.06
H 1.382 6.101 0.457 0.11
H 0.411 7.638 0.331 0.13
H 1.338 5.791 -1.954 0.08
H 2.026 7.312 -1.474 0.13
H -0.842 6.971 -1.964 0.09
H 0.193 6.522 -4.207 0.10
H 1.115 8.027 -3.871 0.14
H -0.895 8.500 -5.179 0.11
H -1.188 9.193 -3.583 0.13
H -3.530 8.968 -4.749 0.10
H -3.418 8.762 -2.980 0.09
H -4.194 7.515 -3.909 0.08
```

As for the SMILES: CC1(C)CCCC(C)(C)N1O.CC1(C)CCCC(C)(C)N1O.CC1(C)CCCC(C)(C)N1O.CC1(C)CCCC(C)(C)N1O.COCCNCCOC.COCCNCCOC.COCCNCCOC.COCCNCCOC.COCCNCCOC.COCCNCCOC.COCCNCCOC. The calculation puts the gap between HOMO and LUMO at 8.8 eV. For the energy above the lowest of the compared OMol25 structures with the same formula, charge and spin, the calculation gives 2.337 eV. The LUMO energy comes out at 0.0219 hartree. As for the total energy: -5036.46938 Eh.